No. 1
C20H19N3OS2 | ωB97M-V/def2-TZVPD

```
! wB97M-V def2-TZVPD RIJCOSX def2/J DEFGRID3
* xyz 0 1
C -4.3053 -1.7170 1.7514
O -4.0024 -0.3680 1.4829
C -2.8589 0.1251 2.1247
C -1.5283 -0.3816 1.5336
N -1.4128 -0.0592 0.1426
C -1.5347 -0.9063 -0.9215
S -1.7464 -2.6293 -0.7229
C -0.3952 -3.1363 -1.8627
C 0.9042 -2.8530 -1.2056
C 1.7965 -3.7737 -0.7369
S 3.1226 -3.0022 0.0341
C 2.3603 -1.4502 -0.3212
C 2.9341 -0.1898 0.0873
C 2.3357 0.9974 -0.3416
C 2.8473 2.2147 0.0600
C 3.9609 2.2651 0.8846
C 4.5657 1.0905 1.3047
C 4.0576 -0.1321 0.9111
N 1.2469 -1.5673 -0.9570
N -1.4137 -0.3313 -2.0818
C -1.1830 0.9887 -1.8038
C -0.9480 2.0588 -2.6596
C -0.7173 3.2929 -2.0896
C -0.7137 3.4729 -0.7049
C -0.9470 2.4249 0.1634
C -1.1846 1.1816 -0.4004
H -3.5950 -2.4025 1.2772
H -5.2946 -1.8912 1.3336
H -4.3258 -1.9069 2.8315
H -2.9157 1.2102 2.0036
H -2.8770 -0.1189 3.1985
H -0.7006 0.0831 2.0800
H -1.4560 -1.4680 1.6347
H -0.5306 -4.1969 -2.0598
H -0.5322 -2.5386 -2.7623
H 1.7503 -4.8416 -0.8039
H 1.4757 0.9434 -0.9894
H 2.3736 3.1259 -0.2732
H 4.3597 3.2184 1.1983
H 5.4356 1.1288 1.9436
H 4.5243 -1.0494 1.2415
H -0.9452 1.9148 -3.7279
H -0.5309 4.1453 -2.7262
H -0.5237 4.4579 -0.3041
H -0.9325 2.5705 1.2333
*
```

Values from the calculation:
Highest occupied orbital energy = -8.0 eV
SMILES = COCCn1c(SCc2csc(-c3ccccc3)n2)nc2ccccc21
E_LUMO = 0.2 eV
E = -49237.082 eV

=====

No. 2
C50H58F6N5O6S2ScSi | ωB97M-V/def2-TZVPD

```
! wB97M-V def2-TZVPD RIJCOSX def2/J DEFGRID3
* xyz 0 1
Sc -0.1995 -0.6962 0.6068
F 3.4588 -0.5821 -5.1658
C 2.2247 -0.2143 -4.8271
F 1.4005 -1.2147 -5.1444
F 1.9024 0.8376 -5.5880
S 2.0851 0.1850 -2.9957
O 0.6785 0.2293 -2.7469
O 2.8233 1.4029 -2.8704
N 2.8080 -1.1084 -2.4719
S 2.2708 -1.9118 -1.2447
O 0.9110 -1.7303 -0.8034
O 3.2737 -2.3111 -0.3085
C 2.1446 -3.5666 -2.2021
F 1.0294 -3.6754 -2.9342
F 2.1798 -4.6563 -1.4038
F 3.1813 -3.6907 -3.0322
C 0.7941 4.0102 2.0261
C 0.6482 3.6994 0.5358
C -0.6694 4.2098 0.0375
C -0.7520 5.4506 -0.5652
C -1.9629 5.9559 -1.0041
C -3.0925 5.1751 -0.8643
C -3.0519 3.9264 -0.2506
C -4.3354 3.1417 -0.2011
C -5.3770 3.8173 0.6901
C -1.8300 3.4394 0.2470
N -1.6763 2.2232 0.8974
C -2.4159 1.9129 1.9006
C -2.2952 0.7235 2.6556
C -3.0109 0.4381 3.8258
C -2.5025 -0.7543 4.3171
C -1.5156 -1.1450 3.4241
N -1.3820 -0.2774 2.4047
H 1.7491 3.6575 2.4076
H 0.0032 3.5131 2.5816
H 0.7235 5.0836 2.1997
H 1.4582 4.1744 -0.0205
H 0.6790 2.6145 0.3695
H 0.1477 6.0328 -0.6993
H -2.0193 6.9364 -1.4555
H -4.0361 5.5346 -1.2499
H -4.1417 2.1297 0.1550
H -4.7391 3.0617 -1.2167
H -5.0345 3.8564 1.7217
H -6.3144 3.2696 0.6513
H -5.5645 4.8346 0.3558
H -3.1557 2.6204 2.2983
H -3.7972 1.0341 4.2504
H -2.8046 -1.2768 5.2056
H -0.8543 -1.9901 3.5069
C 6.1514 -0.0776 3.0985
C 5.3807 -1.0472 2.4796
C 4.0364 -0.8177 2.2510
C 3.4325 0.3794 2.6368
C 4.2318 1.3570 3.2340
C 5.5760 1.1287 3.4654
Si 1.5131 0.5476 2.4024
C 1.1810 0.1896 4.2847
C 1.7205 -0.9569 4.8722
C 1.4348 -1.2965 6.1815
C 0.5967 -0.4939 6.9403
C 0.0586 0.6524 6.3777
C 0.3444 0.9859 5.0650
H 7.1957 -0.2603 3.3049
H 5.8247 -1.9873 2.1828
H 3.4399 -1.5702 1.7647
H 3.7907 2.2997 3.5340
H 6.1786 1.8834 3.9507
H 1.2309 -2.0267 1.9285
H 2.3609 -1.5956 4.2802
H 1.8785 -2.1833 6.6176
H 0.3611 -0.7585 7.9631
H -0.5899 1.2909 6.9616
H -0.0924 1.8779 4.6390
C -6.0342 0.0654 -5.0867
C -4.7328 0.2555 -4.3728
C -4.0491 -0.8118 -3.8132
C -2.8690 -0.6365 -3.1034
C -2.1112 -1.8594 -2.7047
C -2.3813 0.6693 -2.8936
C -1.3723 0.9822 -1.8993
O -1.1384 0.3082 -0.8995
C -2.9841 1.7435 -3.5931
C -2.3874 3.1161 -3.6052
C -4.1546 1.5201 -4.2939
H -6.2397 -0.9906 -5.2426
H -6.0198 0.5767 -6.0479
H -6.8472 0.4935 -4.4994
H -4.4330 -1.8151 -3.9357
H -2.7392 -2.5318 -2.1234
H -1.2111 -1.6209 -2.1469
H -1.8173 -2.3869 -3.6120
H -0.9153 1.9771 -1.9776
H -2.8905 3.7282 -4.3491
H -1.3296 3.0656 -3.8509
H -2.4939 3.6017 -2.6378
H -4.6433 2.3461 -4.7945
C 3.7737 2.2662 -0.2003
C 3.5780 0.7943 -0.4130
N 4.6782 0.0861 -0.6341
O 2.4538 0.2612 -0.3628
H 4.8299 2.5147 -0.1555
H 3.2849 2.5739 0.7196
H 3.3142 2.7791 -1.0430
H 5.5730 0.5363 -0.7235
H 4.5900 -0.9083 -0.8005
C 1.5677 -5.2784 2.2013
N 0.3661 -4.4596 2.0367
C -0.6368 -4.7338 3.0671
C -0.1779 -4.5834 0.6548
C -1.5502 -3.9637 0.5298
C -2.6219 -4.8566 0.5019
C -3.9183 -4.3953 0.4238
C -4.1293 -3.0269 0.3850
C -3.0548 -2.1492 0.4022
C -1.7014 -2.5590 0.4714
H 2.0212 -5.0824 3.1719
H 2.2859 -5.0379 1.4186
H 1.2955 -6.3328 2.1314
H 0.6476 -3.4657 2.1208
H -1.4491 -4.0108 2.9890
H -0.1899 -4.6440 4.0560
H -1.0410 -5.7371 2.9346
H -0.2073 -5.6493 0.4042
H 0.5240 -4.0682 0.0007
H -2.4322 -5.9240 0.5188
H -4.7403 -5.0950 0.3741
H -5.1368 -2.6396 0.3132
H -3.2808 -1.0863 0.3430
*
```

Values from the calculation:
Highest occupied orbital energy = -7.1 eV
E_LUMO = -0.4 eV
E = -139079.712 eV

=====

No. 3
H18O9 | ωB97M-V/def2-TZVPD

```
! wB97M-V def2-TZVPD RIJCOSX def2/J DEFGRID3
* xyz 0 1
H 0.0644 -0.5656 0.2141
H 0.9237 -1.5326 -0.5837
H -0.4606 4.5738 -1.5942
H 0.2282 3.5373 -0.7217
H -3.2029 -2.2732 -1.0681
H -3.7468 -1.2924 -2.0939
H 1.9631 4.1292 1.2259
H 2.0172 2.8420 0.4196
H 2.3711 -1.7611 1.4165
H 0.9514 -2.2611 1.2053
H -1.4360 -1.7206 -0.2992
H -0.6548 -2.8719 -0.9108
H -2.6173 1.1540 -0.8963
H -1.5937 2.0249 -0.1864
H 5.5123 -1.5220 0.0833
H 4.8311 -2.3114 -1.0225
H -3.0668 0.5654 3.0377
H -2.4548 -0.7070 2.4750
O 0.0815 -1.0647 -0.6103
O -0.1379 3.6657 -1.6040
O -3.5689 -1.3854 -1.1512
O 2.3156 3.2325 1.2487
O 1.7441 -1.9985 0.7240
O -0.8467 -2.4472 -0.0672
O -1.6774 1.2069 -0.6893
O 5.1223 -1.4219 -0.7924
O -2.6615 0.2049 2.2410
*
```

Values from the calculation:
Highest occupied orbital energy = -6.5 eV
E_LUMO = 0.3 eV
E = -18714.709 eV

=====

No. 4
C46H88BF3NO32S2 | ωB97M-V/def2-TZVPD

```
! wB97M-V def2-TZVPD RIJCOSX def2/J DEFGRID3
* xyz -1 1
C -2.2137 -0.4459 -3.9078
C -1.1222 -0.6469 -4.9577
C 0.2429 -0.8831 -4.3181
C 1.3618 -1.1469 -5.3193
C 1.2365 -2.4201 -6.1699
C 1.9593 -3.6700 -5.6546
C 1.2404 -4.4591 -4.5509
N -0.1125 -4.9076 -5.0177
C -0.0266 -5.5213 -6.3526
C -1.2228 -4.0598 -4.8473
C -2.2013 -3.9410 -5.9991
O -1.4556 -3.4949 -3.8162
O 1.1446 -3.6826 -3.4302
B 2.2462 -3.9286 -2.4643
C 1.7333 -4.0431 -0.9188
C 2.6650 -4.8990 -0.0510
C 2.5199 -4.6149 1.4502
C 1.0532 -4.7207 1.8654
S 0.8440 -4.5076 3.5962
O 1.7159 -5.3678 4.3267
O 0.7968 -3.0975 3.8861
O -0.6408 -5.0513 3.8306
C 3.4811 -2.8578 -2.5663
C 3.0766 -1.4106 -2.2007
C 3.7247 -1.0213 -0.8858
O 3.1617 0.1779 -0.2848
C 2.1336 -0.0667 0.5696
C 2.5683 -0.5079 1.9443
O 1.0024 0.1224 0.2738
O 2.7494 -5.2986 -2.9373
C 2.1328 -5.7191 -4.0572
C 3.1331 -6.3995 -5.0329
C 4.5175 -6.6422 -4.4333
C 5.4115 -5.4026 -4.3422
C 6.9043 -5.7219 -4.2882
O 7.4121 -5.4876 -2.9688
S 1.1367 -7.2574 -3.5044
O 2.0749 -8.0979 -2.7988
O 0.3653 -7.8778 -4.5570
C -0.1367 -6.8437 -2.1645
F 0.4089 -7.0089 -0.9534
F -0.6473 -5.6303 -2.2553
F -1.1258 -7.7473 -2.2980
H -3.0971 0.0453 -4.3216
H -2.5093 -1.4126 -3.4960
H -1.8450 0.1639 -3.0782
H -1.0665 0.2301 -5.6143
H -1.3977 -1.5077 -5.5751
H 0.4945 0.0312 -3.7657
H 0.1698 -1.6890 -3.5862
H 2.3329 -1.1664 -4.8183
H 1.3849 -0.2874 -6.0027
H 0.1798 -2.6278 -6.3623
H 1.6758 -2.2070 -7.1499
H 2.1544 -4.2988 -6.5219
H 2.9378 -3.3926 -5.2557
H 0.1377 -4.7906 -7.1512
H -0.9255 -6.0973 -6.5485
H 0.7908 -6.2323 -6.3690
H -2.9969 -3.2825 -5.6582
H -2.6412 -4.9060 -6.2513
H -1.7394 -3.5276 -6.8967
H 0.7161 -4.4408 -0.8599
H 1.6807 -3.0472 -0.4501
H 3.7084 -4.7098 -0.3240
H 2.4924 -5.9654 -0.2202
H 3.0950 -5.3351 2.0359
H 2.9030 -3.6102 1.6588
H 0.6520 -5.6979 1.5903
H 0.4439 -3.9316 1.4225
H -1.2040 -4.2754 3.9736
H 3.9465 -2.8737 -3.5579
H 4.2878 -3.1609 -1.8822
H 3.4286 -0.7017 -2.9555
H 1.9931 -1.2904 -2.1353
H 3.6672 -1.8434 -0.1627
H 4.7809 -0.7887 -1.0301
H 2.3621 0.3051 2.6450
H 3.6300 -0.7416 1.9829
H 1.9859 -1.3718 2.2664
H 3.2273 -5.8203 -5.9483
H 2.7363 -7.3701 -5.3463
H 5.0076 -7.3679 -5.0966
H 4.4272 -7.1185 -3.4570
H 5.1797 -4.8829 -3.4121
H 5.1875 -4.7153 -5.1637
H 7.4652 -5.1003 -4.9937
H 7.0768 -6.7672 -4.5683
H 7.9751 -6.2225 -2.7148
C 1.3225 -15.3793 -0.9984
O 1.1493 -14.3817 -2.0035
C 1.2954 -13.1234 -1.5551
O 1.5496 -12.8306 -0.4141
O 1.1129 -12.2959 -2.5675
C 1.2424 -10.8934 -2.2439
H 1.1767 -16.3302 -1.5031
H 2.3228 -15.3286 -0.5714
H 0.5887 -15.2584 -0.2030
H 2.2424 -10.6791 -1.8782
H 0.5050 -10.6190 -1.4929
H 1.0615 -10.3611 -3.1704
C 1.9158 0.2041 6.0231
O 2.7745 1.3436 6.1633
C 2.1590 2.5106 5.9902
O 0.9899 2.6636 5.7439
O 3.0573 3.4873 6.1269
C 2.5232 4.8029 5.9415
H 2.5463 -0.6655 6.1774
H 1.1202 0.2317 6.7648
H 1.4824 0.1723 5.0261
H 1.7486 5.0143 6.6754
H 2.1152 4.9097 4.9380
H 3.3576 5.4827 6.0835
C -0.2609 2.0190 2.5279
O -0.1306 3.3493 3.0636
C -0.9840 3.6461 4.0288
O -1.8433 2.9301 4.4776
O -0.7478 4.9041 4.4306
C -1.6026 5.3513 5.4847
H 0.4948 1.9288 1.7576
H -0.1001 1.2833 3.3138
H -1.2472 1.8786 2.0913
H -1.4810 4.7268 6.3678
H -2.6461 5.3334 5.1724
H -1.2923 6.3706 5.6968
C -7.6378 7.4854 2.7378
O -6.2265 7.4551 2.9794
C -5.6179 6.3643 2.5055
O -6.1530 5.4593 1.9220
O -4.3198 6.4591 2.7887
C -3.5290 5.3459 2.3399
H -7.9927 8.4177 3.1655
H -7.8451 7.4689 1.6699
H -8.1244 6.6386 3.2181
H -3.5831 5.2421 1.2585
H -3.8598 4.4273 2.8205
H -2.5092 5.5747 2.6365
C 1.2798 10.5257 0.3964
O 0.2722 10.6422 1.4063
C -0.6554 9.6816 1.3607
O -0.6916 8.7833 0.5609
O -1.5267 9.8902 2.3445
C -2.5708 8.9073 2.4180
H 1.9518 11.3628 0.5596
H 1.8156 9.5840 0.4970
H 0.8362 10.5835 -0.5957
H -2.1534 7.9213 2.6000
H -3.1494 8.8970 1.4969
H -3.2011 9.2038 3.2498
C -0.3199 9.2212 7.2859
O 0.7218 9.8300 8.0598
C 1.7446 9.0213 8.3297
O 1.8432 7.8719 7.9851
O 2.6416 9.6984 9.0463
C 3.8006 8.9376 9.4050
H -1.0693 9.9946 7.1513
H 0.0627 8.8923 6.3219
H -0.7427 8.3709 7.8170
H 4.3256 8.5980 8.5144
H 3.5212 8.0776 10.0103
H 4.4261 9.6159 9.9768
C -10.9502 7.2999 -0.7931
O -11.1189 8.5918 -1.3907
C -10.6306 9.5986 -0.6711
O -10.0934 9.5034 0.4030
O -10.8352 10.7334 -1.3393
C -10.3475 11.9036 -0.6746
H -11.3943 6.5983 -1.4918
H -9.8940 7.0773 -0.6557
H -11.4606 7.2543 0.1668
H -9.2719 11.8370 -0.5234
H -10.8414 12.0312 0.2867
H -10.5855 12.7315 -1.3351
*
```

Values from the calculation:
Highest occupied orbital energy = -5.8 eV
E_LUMO = 1.6 eV
E = -146643.066 eV

=====

No. 5
C3H8S | ωB97M-V/def2-TZVPD

```
! wB97M-V def2-TZVPD RIJCOSX def2/J DEFGRID3
* xyz 1 2
C -1.6144 -0.1412 -0.6039
S -2.1537 -0.7890 0.9858
H -2.2031 0.6693 -1.0086
H -1.5597 -0.9557 -1.2680
H -0.5637 0.3076 -0.4586
H -1.6273 0.2582 1.5281
C 1.7154 -0.4957 0.1127
C 1.5291 0.8026 0.1790
H 2.1089 -1.0492 -0.9412
H 1.5492 -1.2790 0.8731
H 1.4448 1.5333 -0.5876
H 1.3745 1.1388 1.1892
*
```

Values from the calculation:
Highest occupied orbital energy (spin up / spin down) = -14.2 / -14.1 eV
⟨S²⟩ = 0.7534
E_LUMO (spin up / spin down) = -4.3 / -9.4 eV
E = -14064.713 eV